Entry from OMol25: a structure of composition C24H38CeP in a non-equilibrium geometry (wB97M-V/def2-TZVPD).

The geometry in XYZ format:
```
64
Properties=species:S:1:pos:R:3:mulliken_charge:R:1
C -2.060 1.157 0.622 0.5858
C -2.479 -0.138 0.248 0.6850
C -2.189 -0.316 -1.131 0.6809
C -1.590 0.883 -1.615 0.3612
C -1.515 1.793 -0.524 0.6101
Ce 0.206 -0.084 -0.005 -0.5771
C 2.574 -1.320 -2.214 0.9929
C 2.707 -0.309 -1.298 -0.1555
H 3.432 -0.546 -0.507 0.2094
C 1.991 0.905 -1.295 -0.9382
H 1.629 1.250 -2.265 0.5351
H 2.217 1.638 -0.536 0.5194
C 3.497 -2.515 -2.206 -1.8596
H 3.819 -2.828 -1.214 0.4433
H 3.131 -3.427 -2.677 0.4147
H 4.368 -2.088 -2.782 0.4019
C 1.519 -1.279 -3.338 -1.4289
H 0.503 -1.024 -3.084 0.2093
H 1.982 -0.494 -4.023 0.3912
H 1.442 -2.209 -3.855 0.4770
C -3.222 -1.102 1.145 -1.5623
H -2.701 -1.231 2.098 0.2251
H -4.226 -0.722 1.368 0.3805
H -3.323 -2.081 0.682 0.4218
C -2.564 -1.524 -1.953 -1.2326
H -2.369 -2.445 -1.401 0.0886
H -3.629 -1.508 -2.223 0.3853
H -1.982 -1.573 -2.876 0.2932
C -1.169 1.174 -3.023 -1.2876
H -1.383 0.338 -3.689 0.3098
H -1.703 2.065 -3.399 0.4296
H -0.097 1.402 -3.098 0.1580
C -1.069 3.238 -0.595 -1.6790
H -0.447 3.418 -1.472 0.3986
H -1.951 3.892 -0.665 0.3605
H -0.509 3.538 0.295 0.3202
C -2.311 1.799 1.968 -1.3599
H -1.714 2.703 2.095 0.3470
H -3.369 2.081 2.056 0.3805
H -2.083 1.118 2.793 0.2498
C 0.023 -2.456 0.243 0.8026
C 0.786 -3.466 -0.689 -0.4069
C -0.792 -3.400 0.934 -0.9127
C 0.048 -3.906 -1.769 -0.1087
H 1.845 -3.785 -0.961 0.3746
C -1.452 -4.345 0.049 -0.6506
H -0.987 -3.328 1.981 0.5159
C -1.179 -4.538 -1.307 -0.7440
H 0.709 -3.951 -2.671 0.3982
H -1.992 -5.181 0.468 0.3718
H -1.449 -5.212 -2.132 0.4178
C 1.187 -0.163 3.982 -1.3278
P 1.512 0.762 2.435 1.2332
C 1.200 2.486 2.996 -1.2491
C 3.339 0.670 2.343 -1.3415
H 0.164 0.014 4.313 0.3940
H 1.896 0.163 4.769 0.4111
H 1.319 -1.237 3.797 0.3711
H 1.984 2.804 3.694 0.4670
H 1.184 3.173 2.133 0.3016
H 0.219 2.542 3.491 0.3277
H 3.770 1.290 3.130 0.4720
H 3.668 -0.377 2.469 0.3731
H 3.696 1.016 1.362 0.3244
```

Results
* calculated total energy: -1753.287164 Ha
* LUMO (spin up / spin down): -3.6 / -3.6 eV
* Kohn-Sham gap (spin up / spin down): 6.306 / 6.297 eV
* HOMO energy (spin up / spin down): -9.9 / -9.9 eV
* charge: +1

=====

Entry from OMol25: a structure of composition C24H38N2 in a non-equilibrium geometry (wB97M-V/def2-TZVPD).

The geometry in XYZ format:
```
64
Properties=species:S:1:pos:R:3:mulliken_charge:R:1
C 7.958 3.300 -0.932 -1.4786
C 8.066 2.819 0.424 -0.1530
C 6.877 2.044 0.772 -0.9619
H 5.847 2.448 0.529 0.3162
H 6.757 1.604 1.725 0.4803
C 6.682 0.513 0.136 -0.9310
C 5.538 -0.450 0.759 -1.1355
C 5.650 -1.644 -0.256 -0.2536
H 5.427 -1.494 -1.294 0.2990
H 6.709 -2.135 -0.043 0.3141
C 4.628 -2.502 0.452 -1.2354
N 3.206 -2.231 0.073 0.3601
C 2.789 -2.767 -1.137 -0.5048
C 1.496 -2.135 -1.286 -0.0948
C 0.675 -1.590 -0.490 0.8818
C 1.220 -1.332 0.999 -1.0163
C 2.629 -1.842 1.156 -0.1983
H 3.036 -1.532 2.130 0.3629
H 0.862 -0.666 1.584 0.7226
C -0.737 -1.175 -0.514 0.3429
C -1.731 -1.284 0.284 -0.5677
C -3.113 -0.887 0.236 -0.1243
N -3.382 -0.507 -1.098 0.3319
C -2.524 -0.485 -1.957 0.4893
C -1.139 -0.663 -2.150 -1.2787
H -0.355 -0.716 -2.734 0.7539
H -2.797 -0.414 -3.109 0.2000
C -4.716 -0.098 -1.437 -1.3940
H -5.487 -0.944 -0.709 0.1367
H -4.940 -0.432 -2.394 0.5686
C -4.999 1.315 -1.061 -0.0812
C -6.462 1.610 -1.506 -1.2503
C -7.535 0.911 -0.677 -0.8728
C -7.647 0.875 0.807 -0.4395
C -6.932 -0.166 1.606 -0.2978
C -7.146 0.192 3.133 -1.2739
H -6.636 -0.788 3.467 0.2968
H -6.874 0.973 3.756 0.4223
H -8.269 -0.079 3.300 0.2963
H -5.933 0.104 1.548 -0.0516
H -7.147 -1.152 1.393 0.5749
H -7.375 2.050 1.369 0.2224
H -8.770 0.925 1.162 0.4123
H -8.541 1.134 -1.083 0.4820
H -7.647 -0.123 -1.050 0.4079
H -6.400 1.488 -2.473 0.6391
H -6.440 2.583 -1.080 0.3077
H -4.718 1.186 0.099 0.3708
H -4.274 1.939 -1.641 0.3898
H -3.895 -0.977 0.886 0.6329
H -1.407 -1.543 1.327 0.3856
H 1.097 -2.437 -2.341 0.2393
H 3.570 -3.043 -1.843 0.4048
H 4.902 -2.875 1.610 0.4027
H 4.995 -3.738 0.085 0.3750
H 4.702 0.261 0.650 0.2886
H 5.742 -0.542 1.595 0.9359
H 6.539 0.758 -0.935 0.3665
H 7.732 0.220 0.274 0.4143
H 8.988 2.278 0.928 0.3179
H 7.968 3.633 0.994 0.2982
H 7.017 3.782 -1.170 0.3269
H 8.096 2.474 -1.770 0.2206
H 8.568 3.972 -1.079 0.6034
```

Results
* calculated total energy: -1045.552004 Ha
* energy relative to the best compared isomer or geometry (same formula, charge and spin): 20.207 eV
* LUMO: -8.3 eV
* Kohn-Sham gap: 5.407 eV
* HOMO energy: -13.7 eV
* charge: +2